{
  "formula": "C51H123N9O9",
  "method": "ωB97M-V/def2-TZVPD",
  "smiles": "CC1(C)CCCC(C)(C)N1O.CC1(C)CCCC(C)(C)N1O.CC1(C)CCCC(C)(C)N1O.COC[C@H](C)N.COC[C@H](C)N.COC[C@H](C)N.COC[C@H](C)N.COC[C@H](C)N.COC[C@H](C)N",
  "fmax_ev_per_a": 2.5,
  "de_lowest_kcal_mol": 34.7,
  "symbols": ["C", "C", "C", "C", "C", "C", "C", "C", "C", "N", "O", "H", "H", "H", "H", "H", "H", "H", "H", "H", "H", "H", "H", "H", "H", "H", "H", "H", "H", "H", "C", "C", "C", "C", "C", "C", "C", "C", "C", "N", "O", "H", "H", "H", "H", "H", "H", "H", "H", "H", "H", "H", "H", "H", "H", "H", "H", "H", "H", "H", "C", "C", "C", "C", "C", "C", "C", "C", "C", "N", "O", "H", "H", "H", "H", "H", "H", "H", "H", "H", "H", "H", "H", "H", "H", "H", "H", "H", "H", "H", "C", "O", "C", "C", "C", "N", "H", "H", "H", "H", "H", "H", "H", "H", "H", "H", "H", "C", "O", "C", "C", "C", "N", "H", "H", "H", "H", "H", "H", "H", "H", "H", "H", "H", "C", "O", "C", "C", "C", "N", "H", "H", "H", "H", "H", "H", "H", "H", "H", "H", "H", "C", "O", "C", "C", "C", "N", "H", "H", "H", "H", "H", "H", "H", "H", "H", "H", "H", "C", "O", "C", "C", "C", "N", "H", "H", "H", "H", "H", "H", "H", "H", "H", "H", "H", "C", "O", "C", "C", "C", "N", "H", "H", "H", "H", "H", "H", "H", "H", "H", "H", "H"],
  "coordinates": [[13.014, 17.251, 16.658], [11.450, 17.137, 16.640], [11.047, 16.552, 15.227], [10.975, 16.324, 17.829], [9.477, 16.299, 18.045], [8.971, 17.727, 18.193], [9.400, 18.643, 17.046], [8.575, 18.375, 15.712], [9.271, 20.080, 17.557], [10.921, 18.504, 16.845], [11.322, 19.353, 15.819], [13.311, 17.870, 17.500], [13.508, 16.264, 16.741], [13.365, 17.589, 15.696], [11.749, 15.784, 14.936], [10.033, 16.214, 15.190], [11.155, 17.346, 14.480], [11.346, 15.298, 17.736], [11.383, 16.825, 18.677], [8.887, 15.794, 17.276], [9.337, 15.897, 19.041], [9.418, 18.157, 19.070], [7.853, 17.785, 18.263], [8.226, 17.327, 15.730], [9.105, 18.542, 14.779], [7.705, 18.993, 15.842], [8.250, 20.374, 17.882], [9.583, 20.741, 16.737], [9.930, 20.154, 18.417], [12.125, 19.730, 16.173], [16.281, 23.799, 15.084], [15.187, 23.241, 16.063], [14.480, 24.433, 16.695], [14.133, 22.412, 15.409], [14.581, 20.966, 15.050], [15.065, 20.245, 16.310], [16.257, 20.987, 16.957], [16.461, 20.370, 18.331], [17.552, 20.904, 16.098], [15.844, 22.459, 17.193], [16.919, 23.301, 17.651], [16.616, 23.090, 14.304], [15.869, 24.641, 14.525], [17.121, 24.158, 15.660], [13.994, 25.064, 15.924], [13.640, 24.074, 17.263], [15.162, 24.962, 17.368], [13.219, 22.328, 15.992], [13.873, 22.959, 14.455], [13.701, 20.391, 14.705], [15.301, 20.965, 14.237], [15.389, 19.234, 16.029], [14.273, 20.049, 17.061], [15.583, 20.435, 18.946], [17.114, 21.095, 18.862], [16.861, 19.362, 18.289], [18.283, 20.192, 16.558], [18.084, 21.847, 16.232], [17.422, 20.671, 15.057], [16.568, 23.586, 18.500], [17.967, 17.566, 14.741], [17.076, 17.017, 13.568], [18.082, 16.952, 12.347], [16.618, 15.600, 13.925], [15.605, 15.030, 12.997], [14.431, 16.050, 12.947], [14.855, 17.472, 12.443], [15.285, 17.417, 10.993], [13.611, 18.421, 12.458], [15.941, 17.908, 13.343], [16.321, 19.233, 13.159], [18.670, 16.778, 15.070], [18.534, 18.459, 14.461], [17.313, 17.762, 15.590], [18.178, 17.863, 11.780], [19.114, 16.670, 12.665], [17.803, 16.253, 11.569], [17.526, 14.990, 14.066], [16.180, 15.650, 14.930], [15.983, 14.762, 11.976], [15.210, 14.075, 13.362], [14.121, 16.168, 13.988], [13.538, 15.743, 12.363], [14.419, 17.111, 10.370], [16.099, 16.739, 10.861], [15.586, 18.394, 10.633], [13.898, 19.393, 12.075], [13.253, 18.449, 13.475], [12.785, 17.982, 11.873], [16.668, 19.360, 12.270], [14.045, 25.428, 9.071], [15.203, 24.721, 9.408], [15.047, 23.318, 9.064], [14.023, 22.459, 9.821], [14.255, 22.723, 11.300], [14.042, 21.013, 9.457], [13.184, 25.192, 9.768], [13.742, 25.248, 8.014], [14.264, 26.476, 9.238], [14.886, 23.247, 7.984], [16.041, 22.892, 9.213], [13.055, 22.835, 9.476], [15.275, 22.381, 11.585], [13.587, 22.218, 12.011], [14.182, 23.757, 11.618], [13.134, 20.622, 9.245], [14.673, 20.835, 8.692], [16.845, 13.348, 8.969], [16.785, 12.342, 10.005], [15.397, 11.825, 10.005], [15.246, 10.634, 10.953], [15.563, 10.981, 12.389], [16.259, 9.648, 10.438], [17.721, 13.935, 9.205], [15.974, 13.982, 8.999], [16.846, 12.917, 7.955], [14.736, 12.691, 10.301], [15.053, 11.458, 9.038], [14.204, 10.285, 10.847], [16.498, 11.503, 12.387], [15.698, 10.043, 13.000], [14.835, 11.625, 12.906], [16.279, 8.918, 11.118], [17.152, 10.163, 10.407], [10.528, 20.573, 13.022], [9.475, 20.908, 12.131], [9.289, 22.255, 11.846], [10.324, 22.793, 10.804], [9.971, 24.295, 10.448], [10.378, 21.948, 9.611], [10.914, 19.607, 12.703], [10.241, 20.501, 14.092], [11.295, 21.310, 12.960], [8.321, 22.447, 11.415], [9.340, 22.924, 12.718], [11.358, 22.803, 11.244], [10.357, 24.999, 11.162], [8.900, 24.495, 10.280], [10.450, 24.452, 9.462], [10.539, 21.019, 10.027], [9.418, 21.849, 9.288], [17.243, 18.489, 7.970], [17.506, 19.850, 7.829], [18.866, 20.112, 8.099], [19.293, 19.939, 9.547], [18.390, 20.797, 10.473], [20.724, 20.377, 9.627], [17.367, 18.050, 8.958], [17.734, 17.887, 7.206], [16.177, 18.432, 7.776], [19.423, 19.405, 7.474], [19.202, 21.038, 7.674], [19.298, 18.859, 9.736], [18.786, 20.595, 11.489], [17.338, 20.594, 10.375], [18.528, 21.873, 10.318], [20.700, 21.423, 9.753], [21.057, 19.927, 10.472], [15.516, 12.922, 16.640], [15.968, 14.219, 17.006], [15.576, 14.591, 18.307], [15.978, 15.999, 18.673], [17.531, 16.152, 18.514], [15.424, 16.300, 20.032], [15.659, 12.801, 15.571], [14.437, 12.881, 16.800], [16.005, 12.123, 17.179], [14.495, 14.436, 18.240], [15.932, 13.889, 19.085], [15.508, 16.692, 17.994], [17.749, 16.405, 17.478], [18.041, 15.249, 18.819], [17.805, 17.040, 19.123], [16.076, 15.899, 20.718], [15.429, 17.295, 20.125], [21.557, 17.503, 16.603], [21.503, 18.149, 15.329], [20.992, 19.447, 15.375], [21.426, 20.091, 14.057], [20.786, 21.469, 13.963], [21.098, 19.293, 12.889], [22.200, 18.060, 17.238], [22.111, 16.573, 16.499], [20.548, 17.346, 16.994], [19.894, 19.516, 15.468], [21.449, 19.968, 16.218], [22.517, 20.262, 14.048], [19.693, 21.463, 14.170], [21.001, 21.911, 12.979], [21.162, 22.145, 14.725], [21.595, 18.422, 13.028], [20.124, 19.013, 12.863]],
  "atomic_forces_ev_per_a": [[-0.9121, -1.1031, 0.0215], [0.3714, 0.1213, -1.5777], [0.8106, 0.9857, 0.8277], [-0.3423, -0.5677, -1.1064], [-0.3439, 0.9223, 0.2925], [-0.5036, 0.0918, -1.1668], [1.1167, 0.1399, -1.1069], [0.3718, -0.6921, 1.8510], [-0.5981, 0.2296, -0.6914], [-1.4122, -1.1303, 1.6293], [-0.0172, 0.1561, -0.8966], [0.2413, 0.1885, -0.0551], [-0.4830, 0.2089, 0.2921], [0.1973, 0.7585, -0.1745], [0.0119, -0.4944, 0.0221], [-0.5255, -0.4652, 0.0234], [-0.0008, -0.0060, 0.1471], [0.2189, 0.1718, 0.1836], [0.6383, 0.0344, 0.9240], [0.2795, -0.3493, 0.1954], [-0.4054, -0.8898, -0.0444], [-0.0026, 0.1451, 0.7026], [0.9036, -0.0868, 0.1051], [0.1310, 0.4061, -0.1623], [0.0071, 0.3395, 0.1601], [-0.5025, 0.3412, -0.5378], [0.4497, -0.4196, -0.3280], [-0.0425, 0.1420, 0.5097], [0.1461, 0.3381, -0.0321], [0.3693, 0.4231, 0.0350], [-0.8386, -0.5920, -0.5714], [1.6123, 0.1319, 0.5637], [-0.1954, 0.1689, -0.0811], [-0.1477, -1.0276, -2.2403], [-1.2548, 0.3291, 0.6450], [0.6604, 0.2372, -0.4486], [-0.3309, 0.7392, -0.3738], [1.0187, 1.8004, 0.4941], [0.7156, -0.0626, 1.7724], [-1.1732, -0.3696, -0.6459], [-0.1304, -1.0230, 0.2593], [-0.0973, 0.0230, 0.5949], [-0.0870, 0.0718, 0.0752], [0.2070, 0.0182, -0.0234], [0.7654, -0.0158, 0.3270], [-0.2453, -0.2736, 0.6135], [-0.2617, 0.3621, -0.4193], [-0.0289, 0.2411, 0.3365], [0.0022, -0.5483, 0.8485], [0.2655, 0.3680, -0.2748], [0.1606, -0.1326, 0.1784], [0.2440, 0.1323, 0.0133], [0.1426, 0.6075, -0.3374], [-0.8638, -0.3455, -0.0430], [0.3907, -0.9038, -0.1329], [0.1508, -0.0348, 0.0368], [-0.8170, 0.1042, -0.4355], [-0.0907, 0.1627, -0.3484], [-0.2593, -0.0835, -0.4207], [0.2255, 0.0002, 0.1019], [-0.7705, -0.7288, -0.2088], [2.2304, 0.4376, -0.7014], [0.3740, -0.6538, 0.2651], [0.7689, 0.4185, 1.0275], [-1.2987, -0.2948, -1.4493], [0.2573, 0.3884, -0.3312], [-0.6145, -0.5540, -0.1824], [-0.7025, -0.1133, -0.5449], [0.7801, -1.1447, 0.5717], [-1.0668, -0.4961, 0.8551], [0.1118, 0.3526, 0.1096], [-0.1696, 0.3210, -0.3547], [-0.3324, -0.2123, 0.0476], [-0.0057, 0.3412, 0.0984], [0.0018, 0.8800, 0.1199], [-0.7788, 0.1739, 0.0038], [-0.1523, -0.5630, 0.0810], [-0.2842, 0.0588, -0.3332], [-0.0639, -0.0017, -0.0656], [-0.0641, 0.4930, 0.6820], [0.0975, 0.1263, 0.1752], [-0.2538, 0.0772, 0.0028], [0.6277, -0.1117, 0.2065], [0.5510, 0.0611, 0.2310], [0.3356, -0.4970, -0.3828], [0.0616, 0.3436, -0.1000], [-0.2113, 0.2565, 0.0288], [-0.1909, 0.5020, 0.4842], [0.5150, 0.1520, -0.0769], [0.2123, -0.1340, -0.4799], [-1.0846, 0.1226, 0.5167], [-0.5706, -1.7398, -0.0558], [1.3364, -0.1818, -0.5983], [-0.8752, 0.6739, -0.1348], [0.4058, -0.8027, 1.1463], [0.8640, 0.7490, 0.5811], [0.6685, 0.0132, -0.7958], [0.0864, 0.1322, 0.5600], [0.0493, 0.2638, -0.2305], [-0.3062, 0.0638, -0.0952], [0.1049, -0.0262, 0.2088], [-0.2448, 0.0886, 0.4733], [-0.4357, 0.1671, -0.2364], [-0.1386, -0.3823, -0.4866], [0.0962, 0.4347, -0.4945], [-0.0016, 0.4201, -0.0673], [0.1232, -0.1023, -0.2102], [0.2505, -0.8423, 0.5463], [-2.1334, -0.2323, -1.1065], [0.0391, 1.0421, 1.0154], [1.0357, 0.2530, -0.7270], [-0.3706, -0.7335, 1.0632], [-1.0393, 1.1403, -0.1231], [0.2725, 0.1148, -0.3712], [-0.4552, 0.4549, 0.2711], [0.3909, -0.0677, 0.3437], [0.4715, -0.8094, -0.1637], [0.4859, 0.2521, -0.4038], [0.5199, -0.2301, -0.0945], [0.7158, 0.3341, 0.1853], [-0.2330, 0.8935, -0.5242], [-0.0163, -0.2324, -0.3124], [0.5633, -0.6208, 0.2831], [-0.5059, -0.6377, 0.1786], [-0.5653, -0.2261, 0.3851], [-0.6111, -0.6798, 0.1761], [1.5368, 1.4768, -0.3034], [-0.1844, 1.3900, 0.8086], [0.3085, -1.5499, -1.2566], [-0.0954, -0.6215, 0.7300], [0.0732, 0.0009, 0.0907], [-0.2627, 0.0818, -0.6864], [0.9458, 0.5473, -0.0822], [-0.6421, -0.5104, -0.2048], [0.0725, -0.3229, 0.2763], [-0.8569, -0.0637, -0.2999], [0.1684, 0.2475, 0.3745], [0.2198, -0.3318, 0.2822], [-0.0805, 0.2617, 0.5185], [0.1045, 0.1817, -0.5197], [-0.0570, 0.1446, -0.3371], [-1.5964, -0.2619, -0.5340], [0.3556, 0.7494, 0.6031], [0.7341, -1.2362, -0.8486], [0.3141, 1.3751, -0.7422], [1.4302, -0.8016, 0.7076], [-1.3447, 0.6655, 0.0003], [0.4790, 0.1995, 0.2375], [0.3944, -0.0799, 0.0098], [-0.2786, -0.3555, -0.0823], [0.3602, -0.2669, 0.2030], [-0.4643, 1.0505, 0.1558], [-0.2626, 0.2866, 0.5385], [-0.6673, 0.1826, -0.1680], [-0.5451, -0.2896, 0.0596], [0.1164, -0.1706, -0.3181], [0.3554, -1.5743, 0.0588], [0.5045, 0.5444, 0.2724], [-0.5213, 1.0457, -0.1717], [1.2428, -0.2259, -0.4330], [-1.2463, -0.8897, -0.1603], [0.6430, -0.2298, 0.3463], [-1.4543, 1.2474, 0.4284], [0.9495, -1.2153, -0.8845], [0.3268, 0.0257, -0.0997], [-0.1858, -0.2574, 0.1931], [0.2535, -0.2189, 0.3000], [-0.3629, 0.5349, 0.8822], [0.2329, 0.0539, -0.2140], [-0.2496, 0.2523, -0.3157], [0.1984, -0.2845, -0.0759], [0.3123, -0.0927, 0.1560], [0.2472, -0.6459, -0.2161], [-0.4456, 0.3905, -0.1489], [0.0586, 0.5982, 0.3717], [-0.0381, -0.1969, -1.2673], [-0.0570, -1.2722, 0.5631], [0.6226, 0.3830, -0.4955], [-0.4669, 1.2225, 0.3716], [-0.5569, 0.3670, -0.1500], [0.4428, -0.4258, -0.2072], [0.1736, 0.9453, 1.0637], [-0.4484, -0.3164, -0.3661], [0.1624, -0.0185, 0.2460], [0.3264, -0.3380, 0.0549], [-0.0712, 0.3213, 0.1558], [-0.3273, -0.3978, 0.0809], [0.4588, -0.2449, -0.5196], [-0.2597, -0.0938, 0.2982], [0.3650, 0.0781, 0.1446], [0.0431, -0.2430, -0.2709], [-0.2733, 0.2223, 0.2092]]
}